# 1
Formula: C6H8N2O3
Source: OMol25
Level of theory: ωB97M-V with the def2-TZVPD basis set

Calculated values
Frontier orbital gap in eV: 8.812
SMILES: CN(C)c1c(O)c1=O.N=C=O
Energy relative to the best compared isomer or geometry (same formula, charge and spin) in kJ/mol: 350.6
Highest occupied orbital energy in eV: -8.503
Calculated total energy in Ha: -568.55985

XYZ file:
```
19
Properties=species:S:1:pos:R:3:forces:R:3
O 2.832 -1.608 1.449 -0.831 0.510 -0.871
O 3.098 2.122 -1.251 0.458 0.170 -0.605
O 0.469 -3.454 -0.668 0.643 -2.211 0.121
N 3.971 1.025 0.633 0.937 0.976 -0.227
N -0.096 -0.030 -0.034 0.131 0.394 -0.127
C 3.586 1.533 -0.364 -1.158 -0.126 0.451
C 0.335 1.227 0.442 0.123 2.224 2.556
C -1.130 0.099 -0.973 -1.348 0.014 -1.403
C 1.813 -1.667 0.742 0.612 -0.398 1.191
C 0.887 -2.457 0.075 -0.617 3.147 -0.996
C 0.624 -1.092 0.127 2.114 -2.601 1.542
H 1.110 -4.180 -0.500 -0.752 0.241 -0.406
H -0.911 0.853 -1.813 -0.189 -1.213 1.101
H -0.570 1.848 0.877 1.540 -1.195 -1.088
H 1.016 1.099 1.378 -0.735 0.309 -2.062
H 0.763 1.762 -0.442 0.065 0.124 1.193
H -1.431 -0.889 -1.335 0.201 0.298 -0.345
H -1.947 0.452 -0.366 -0.884 0.516 -0.353
H 3.875 0.229 1.209 -0.308 -1.179 0.327
```
Forces are in eV/Å.

Löwdin population analysis, charges in e, atoms 1 to 2: -0.0244, 0.1076

# 2
Formula: C6H8N2S
Source: OMol25
Level of theory: ωB97M-V with the def2-TZVPD basis set

Calculated values
Frontier orbital gap in eV: 7.847
SMILES: c1c[nH]cn1.C=CC=S
Energy relative to the best compared isomer or geometry (same formula, charge and spin) in kJ/mol: 190.7
Highest occupied orbital energy in eV: -8.647
Calculated total energy in Ha: -741.05246

XYZ file:
```
17
Properties=species:S:1:pos:R:3:forces:R:3
S 0.821 -2.590 -2.007 -0.017 0.601 -0.191
N 0.448 -0.394 1.474 -0.932 -1.212 -0.358
N -1.741 -0.461 1.118 0.443 -3.275 -0.971
C 0.047 -0.004 -1.769 -0.692 0.381 0.420
C -0.025 0.848 1.679 -1.569 0.859 -0.475
C -0.628 -1.212 1.107 -0.119 6.124 1.503
C 0.208 1.223 -1.289 0.340 0.357 -0.636
C 1.056 -0.987 -1.773 2.731 -1.713 0.965
C -1.385 0.782 1.407 0.904 0.426 0.670
H -2.161 1.524 1.431 0.221 0.443 0.162
H -0.533 1.992 -1.351 -0.578 0.027 0.224
H 0.489 1.740 1.918 0.921 0.247 0.259
H 1.160 1.557 -0.936 0.590 0.074 0.118
H 2.130 -0.724 -1.464 -1.600 0.173 -0.576
H 1.390 -0.734 1.482 0.239 0.239 0.183
H -0.363 -2.165 0.986 -0.134 -3.843 -0.803
H -0.914 -0.396 -2.011 -0.747 0.091 -0.495
```
Forces are in eV/Å.

Löwdin population analysis, charges in e, atoms 1 to 2: 0.6439, 0.0497

# 3
Formula: C6H8N2S
Source: OMol25
Level of theory: ωB97M-V with the def2-TZVPD basis set

Calculated values
Frontier orbital gap in eV: 8.385
SMILES: CN1Cc2ccsc2N1
Energy relative to the best compared isomer or geometry (same formula, charge and spin) in kJ/mol: 299.1
Highest occupied orbital energy in eV: -7.684
Calculated total energy in Ha: -741.01119

XYZ file:
```
17
Properties=species:S:1:pos:R:3:forces:R:3
S -2.184 0.507 1.328 0.779 1.207 0.199
N 0.782 -1.514 -0.403 -2.550 -1.852 -0.005
N -0.573 -1.562 0.475 0.524 -4.173 -2.489
C 0.316 -1.161 -1.754 -0.439 2.284 0.374
C -0.003 1.921 0.895 0.935 0.133 -0.101
C 0.253 0.545 0.479 0.168 1.144 0.853
C -0.826 -0.274 0.659 -0.255 2.809 0.630
C 1.433 -0.408 0.199 0.217 4.116 -2.645
C -1.237 2.076 1.438 -1.370 -2.180 -0.935
H -0.501 -1.795 -2.022 -0.149 -0.742 -0.416
H 1.880 -0.603 1.102 1.180 -1.070 2.135
H -0.131 -0.084 -1.766 0.843 -1.627 -0.106
H -1.959 2.855 1.517 0.364 1.013 0.382
H 0.704 2.799 0.789 -0.876 -1.336 0.068
H 1.136 -1.197 -2.467 0.022 -0.212 0.020
H 2.261 0.091 -0.485 -1.733 -1.278 1.032
H -1.352 -2.195 0.017 2.339 1.764 1.005
```
Forces are in eV/Å.

Löwdin population analysis, charges in e, atoms 1 to 2: 0.9917, -0.1206

# 4
Formula: C6H8N2S2
Source: OMol25
Level of theory: ωB97M-V with the def2-TZVPD basis set

Calculated values
Frontier orbital gap in eV: 8.924
SMILES: [H]/N=N\SC1(S)C=CCC=C1
Energy relative to the best compared isomer or geometry (same formula, charge and spin) in kJ/mol: 409.0
Highest occupied orbital energy in eV: -8.602
Calculated total energy in Ha: -1139.16360

XYZ file:
```
18
Properties=species:S:1:pos:R:3:forces:R:3
S -0.233 -1.036 1.538 -1.126 0.881 0.239
S 1.967 1.227 1.239 -2.185 2.457 0.667
N 0.979 -2.126 1.760 1.733 0.523 -1.476
N 1.068 -3.190 2.354 -1.306 -0.681 1.805
C -0.583 1.399 0.437 -1.660 0.186 -1.750
C -1.488 1.491 -0.580 1.471 -1.683 2.595
C 0.880 0.015 -0.910 1.127 0.901 -2.258
C 0.519 0.426 0.469 1.266 -1.577 0.446
C -0.052 0.040 -1.897 1.995 -0.486 -0.113
C -1.508 0.409 -1.614 0.910 -0.600 -0.233
H -0.671 1.997 1.295 -0.198 0.984 0.976
H 2.017 0.152 -1.193 -2.454 -1.031 0.576
H -1.953 0.736 -2.528 -0.441 0.236 -0.627
H -2.332 2.103 -0.393 -0.638 0.742 -0.305
H 0.420 -0.073 -2.932 -1.402 0.120 1.315
H 0.225 -3.467 2.999 0.776 0.667 -1.315
H 2.872 0.352 1.205 1.498 -2.282 -0.318
H -2.127 -0.456 -1.249 0.636 0.644 -0.223
```
Forces are in eV/Å.

Löwdin population analysis, charges in e, atoms 1 to 2: 0.8927, 0.7958

# 5
Formula: C6H8N3O
Source: OMol25
Level of theory: ωB97M-V with the def2-TZVPD basis set

Calculated values
Frontier orbital gap in eV: 6.135
Net charge: -1
Energy relative to the best compared isomer or geometry (same formula, charge and spin) in kJ/mol: 404.4
Highest occupied orbital energy in eV: -2.716
Calculated total energy in Ha: -472.71895

XYZ file:
```
18
Properties=species:S:1:pos:R:3:forces:R:3
O 3.726 0.065 -0.887 -0.499 0.554 0.598
N 2.271 -2.096 0.505 -0.059 -0.072 0.039
N 2.619 0.189 -0.083 0.652 -1.577 -1.226
N -1.629 -0.948 -0.022 -1.698 0.125 -1.334
C 2.006 -0.952 0.098 -0.994 -0.327 0.350
C -0.456 1.107 0.477 -1.129 1.522 -0.194
C -0.560 -0.246 0.322 2.041 0.190 0.204
C 2.113 1.416 0.188 -1.858 2.332 -0.076
C 0.796 1.845 0.425 0.770 -2.660 0.145
C -3.031 -0.649 -0.463 1.542 0.496 -2.809
H 0.781 2.878 0.634 -0.321 1.161 -0.039
H -1.594 -1.918 0.012 0.841 -1.696 0.337
H -3.446 -0.297 0.439 -1.807 0.514 0.429
H 2.808 2.218 -0.083 0.065 -0.574 0.417
H -3.464 -1.534 -0.995 0.185 0.070 1.520
H 1.625 -2.855 0.263 0.055 0.696 -0.033
H -1.434 1.753 0.564 1.671 -0.853 -0.171
H -3.132 0.021 -1.395 0.543 0.099 1.842
```
Forces are in eV/Å.

Löwdin population analysis, charges in e, atoms 1 to 2: -0.2445, 0.1048

# 6
Formula: C6H8N3O2
Source: OMol25
Level of theory: ωB97M-V with the def2-TZVPD basis set

Calculated values
Frontier orbital gap in eV: 11.000
SMILES: CC(=O)N(C#N)CCOC#[NH+]
Net charge: +1
Energy relative to the best compared isomer or geometry (same formula, charge and spin) in kJ/mol: 197.8
Highest occupied orbital energy in eV: -15.197
Calculated total energy in Ha: -547.79189

XYZ file:
```
19
Properties=species:S:1:pos:R:3:forces:R:3
O -2.311 0.396 0.330 -0.897 0.097 -0.538
O 0.301 -1.678 0.397 0.070 1.481 -0.381
N -0.918 1.488 1.854 -4.057 -3.779 -3.562
N 0.087 0.390 -0.475 -1.327 0.929 -2.499
N 1.154 2.603 -0.938 0.115 0.651 -0.088
C -0.893 -0.105 -1.554 -1.369 1.322 4.693
C 0.725 -0.533 0.328 1.189 -3.391 0.005
C -2.043 -0.636 -0.670 -1.060 -0.768 -0.624
C 0.649 1.594 -0.753 0.418 -0.650 0.272
C -1.370 0.914 0.931 0.725 1.644 2.714
C 1.850 -0.103 1.131 -1.146 -0.832 4.308
H -1.816 -1.503 -0.062 0.209 -0.218 -0.469
H -1.280 0.811 -1.962 0.354 -0.046 -1.316
H 2.326 -0.983 1.639 -0.750 0.689 -0.558
H 1.299 0.482 1.971 1.015 -0.910 -0.848
H -0.450 -0.898 -2.028 0.948 -1.428 -2.046
H 2.616 0.534 0.887 1.461 1.649 -1.681
H -3.020 -0.788 -1.182 0.881 0.324 0.190
H -0.348 2.055 2.301 3.222 3.236 2.427
```
Forces are in eV/Å.

Löwdin population analysis, charges in e, atoms 1 to 2: 0.1577, 0.1298

# 7
Formula: C6H8N3OS
Source: OMol25
Level of theory: ωB97M-V with the def2-TZVPD basis set

Calculated values
Frontier orbital gap (alpha / beta) in eV: 6.519 / 6.520
Net charge: +1
Energy relative to the best compared isomer or geometry (same formula, charge and spin) in kJ/mol: 297.2
Highest occupied orbital energy (alpha / beta) in eV: -11.960 / -11.958
Calculated total energy in Ha: -870.73842

XYZ file:
```
19
Properties=species:S:1:pos:R:3:forces:R:3
S -1.010 -1.476 -1.149 -0.844 0.363 -2.084
O -1.650 -0.253 -2.063 0.582 -0.729 -0.298
N 2.042 -1.677 -0.410 0.352 0.453 -0.237
N -0.703 -0.976 0.235 -0.308 2.158 2.744
N -0.836 -0.594 2.926 -0.333 1.769 -2.027
C -0.543 0.311 0.747 -0.530 -1.310 -1.804
C -0.277 1.454 -0.079 2.101 -2.561 -1.710
C 1.244 0.293 -1.680 -1.746 4.196 -1.027
C 1.582 -0.744 -1.020 1.844 -4.372 1.527
C 0.519 1.461 -1.194 -1.031 -3.980 2.759
C -0.629 0.446 2.135 1.455 -0.302 1.482
H 1.829 -2.679 -0.407 -0.250 0.751 -0.044
H 0.720 2.246 -1.793 0.089 3.020 -1.428
H -0.551 -0.449 3.854 -0.207 -0.711 1.490
H -0.625 2.296 0.312 -1.396 3.783 1.222
H -1.227 -1.402 2.475 0.202 -0.761 0.531
H 1.616 0.558 -2.633 1.022 -0.737 -0.943
H -1.216 -0.182 -2.955 -0.350 -0.165 1.024
H -0.285 1.365 2.700 -0.652 -0.864 -1.177
```
Forces are in eV/Å.

Löwdin population analysis, charges in e, atoms 1 to 2: 1.0832, -0.3474

calculated total energy of number 7 (C6H8N3OS)? -870.73842 Ha